Entry 1:
{
  "formula": "C29H28F3N3O3S",
  "method": "the ωB97M-V functional and the def2-TZVPD basis",
  "orbital_gap_ha": 0.1583,
  "energy_ha": -2209.474833,
  "relative_energy_kj_mol": 167.0,
  "homo_ev": -6.745,
  "species": ["F", "C", "F", "F", "C", "C", "C", "C", "S", "C", "C", "H", "H", "H", "H", "C", "N", "C", "O", "C", "C", "C", "C", "C", "C", "C", "C", "N", "C", "C", "C", "C", "C", "C", "C", "N", "O", "O", "C", "C", "C", "C", "C", "H", "H", "H", "H", "H", "H", "H", "H", "H", "H", "H", "H", "H", "H", "H", "H", "H", "H", "H", "H", "H", "H", "H", "H"],
  "xyz": [[-2.881, 1.197, 4.402], [-2.409, 0.090, 3.759], [-2.914, -0.997, 4.409], [-2.978, 0.095, 2.510], [-0.911, 0.068, 3.666], [-0.233, -1.143, 3.585], [1.122, -1.179, 3.270], [1.793, 0.026, 2.921], [3.413, 0.026, 2.425], [1.155, 1.250, 3.254], [-0.200, 1.258, 3.570], [-0.777, -2.059, 3.769], [1.682, -2.116, 3.293], [1.740, 2.171, 3.262], [-0.716, 2.191, 3.743], [5.023, -5.527, -4.270], [4.541, -4.979, -3.025], [3.783, -5.724, -2.171], [3.413, -6.880, -2.360], [3.489, -4.858, -0.957], [4.106, -5.405, 0.324], [3.557, -6.762, 0.704], [4.426, -7.857, 0.820], [3.904, -9.131, 1.058], [2.527, -9.296, 1.238], [1.665, -8.189, 1.195], [2.189, -6.917, 0.942], [4.043, -3.557, -1.338], [3.918, -2.491, -0.515], [4.421, -1.232, -0.780], [4.218, -0.074, -0.037], [4.847, 1.161, -0.402], [4.751, 2.347, 0.376], [5.294, 3.549, -0.025], [5.976, 3.652, -1.256], [6.543, 4.877, -1.685], [7.145, 4.912, -2.783], [6.433, 5.880, -0.947], [6.098, 2.508, -2.063], [5.561, 1.303, -1.649], [4.738, -3.583, -2.643], [6.242, -3.295, -2.523], [4.092, -2.670, -3.696], [4.774, -6.589, -4.320], [4.570, -5.009, -5.124], [6.111, -5.415, -4.336], [2.396, -4.781, -0.837], [5.199, -5.455, 0.204], [3.913, -4.684, 1.132], [5.498, -7.709, 0.665], [4.575, -9.996, 1.085], [2.119, -10.290, 1.426], [0.591, -8.315, 1.341], [1.528, -6.044, 0.884], [3.375, -2.674, 0.426], [4.972, -1.145, -1.705], [3.355, -0.140, 0.759], [4.228, 2.295, 1.328], [5.216, 4.453, 0.570], [6.616, 2.602, -3.015], [5.681, 0.465, -2.330], [6.713, -4.054, -1.881], [6.694, -3.331, -3.524], [6.428, -2.306, -2.095], [3.057, -2.993, -3.879], [4.081, -1.628, -3.369], [4.664, -2.733, -4.632]]
}

Entry 2:
{
  "formula": "C29H28FN5O4S",
  "method": "the ωB97M-V functional and the def2-TZVPD basis",
  "orbital_gap_ha": 0.2988,
  "energy_ha": -2194.655883,
  "homo_ev": -8.294,
  "smiles": "O=C(N/N=C/c1ccc(Sc2ccccn2)o1)c1cccc(F)c1.CNC(=O)[C@H](Cc1ccccc1)NC(C)=O",
  "species": ["O", "C", "N", "N", "C", "C", "C", "C", "C", "S", "C", "C", "C", "C", "C", "N", "O", "C", "C", "C", "C", "C", "F", "C", "H", "H", "H", "H", "H", "H", "H", "H", "H", "H", "H", "H", "C", "N", "C", "O", "C", "C", "C", "C", "C", "C", "C", "C", "N", "C", "C", "O", "H", "H", "H", "H", "H", "H", "H", "H", "H", "H", "H", "H", "H", "H", "H", "H"],
  "xyz": [[-6.124, 0.982, -1.377], [-5.708, 0.110, -2.134], [-4.422, 0.178, -2.659], [-3.563, 1.231, -2.488], [-2.327, 1.117, -2.910], [-1.374, 2.220, -2.779], [-0.045, 2.164, -3.119], [0.497, 3.465, -2.816], [-0.539, 4.204, -2.315], [-0.433, 5.871, -1.776], [-0.158, 5.647, -0.051], [-0.288, 6.761, 0.785], [-0.049, 6.643, 2.152], [0.319, 5.391, 2.635], [0.435, 4.319, 1.749], [0.206, 4.447, 0.433], [-1.691, 3.468, -2.297], [-6.579, -1.031, -2.489], [-6.277, -1.883, -3.573], [-7.112, -2.958, -3.892], [-8.266, -3.193, -3.140], [-8.590, -2.359, -2.070], [-9.710, -2.586, -1.347], [-7.752, -1.288, -1.752], [-4.113, -0.638, -3.175], [-1.992, 0.192, -3.369], [0.492, 1.312, -3.524], [1.521, 3.804, -2.938], [-0.577, 7.713, 0.355], [-0.150, 7.497, 2.817], [0.517, 5.236, 3.690], [0.733, 3.352, 2.141], [-5.405, -1.716, -4.198], [-6.872, -3.608, -4.729], [-8.924, -4.022, -3.383], [-8.023, -0.648, -0.916], [6.178, -1.726, 4.193], [5.702, -2.115, 2.868], [4.788, -1.437, 2.159], [4.329, -0.377, 2.567], [4.391, -1.965, 0.758], [2.894, -2.296, 0.568], [1.903, -1.237, 1.018], [1.663, -0.101, 0.222], [0.713, 0.855, 0.625], [0.003, 0.678, 1.826], [0.249, -0.449, 2.629], [1.196, -1.405, 2.225], [5.228, -3.066, 0.232], [5.409, -4.320, 0.656], [4.538, -4.955, 1.726], [6.315, -4.978, 0.175], [5.328, -1.501, 4.842], [6.764, -2.533, 4.636], [6.797, -0.832, 4.112], [6.088, -2.950, 2.455], [4.579, -1.110, 0.107], [2.653, -3.211, 1.102], [2.718, -2.492, -0.490], [2.204, 0.040, -0.702], [0.523, 1.727, 0.013], [-0.735, 1.408, 2.128], [-0.294, -0.580, 3.555], [1.380, -2.269, 2.847], [5.847, -2.820, -0.525], [4.249, -4.244, 2.493], [5.096, -5.770, 2.186], [3.647, -5.362, 1.252]]
}